Molecular formula: C5H10
Method: DFT, ωB97M-V with the def2-TZVPD basis set

Structure (ORCA input):
```
! RIJCOSX wB97M-V def2-TZVPD def2/J DEFGRID3
* xyz -1 2
C 2.9649 3.2518 -4.7615
C 1.6973 2.9564 -4.5490
H 3.2990 4.2553 -5.0078
H 3.7643 2.5213 -4.7086
H 0.8798 3.6673 -4.4925
H 1.3507 1.9353 -4.4254
C -1.0708 -1.0285 3.4495
C -1.2445 -2.4600 3.0105
C -2.3430 -3.1156 2.6534
H -0.1843 -0.9698 4.0104
H -1.0371 -0.3747 2.5952
H -1.9250 -0.6787 4.0450
H -0.4317 -3.1253 3.2764
H -2.4336 -4.1913 2.5145
H -3.2860 -2.6434 2.3897
*
```

LUMO energy (alpha / beta) = 3.11 / 3.01 eV
Kohn-Sham gap (alpha / beta) = 0.053 / 0.320 hartree
⟨S²⟩ = 0.7503
energy = -5343.47520 eV
relative energy (zero: lowest compared OMol25 entry of this formula, charge and spin) = 1.519 eV

natural (NBO) atomic charge list, values in e, 6 entries: -0.4217 -0.4453 0.1844 0.1903 0.1881 0.1889